# 1
DFT (the ωB97M-V functional and the def2-TZVPD basis) results for a molecular structure, C35H43ClP2Si2V at a distorted geometry.

```
84
Properties=species:S:1:pos:R:3:mulliken_spin:R:1
C -1.131 -1.003 0.399 -0.011
C -1.981 -0.517 -0.645 0.002
C -2.190 -1.585 -1.566 0.063
H -2.434 0.466 -0.695 0.001
C -1.435 -2.716 -1.115 -0.003
C -0.777 -2.359 0.101 0.014
H -0.121 -2.994 0.684 0.001
H -0.821 -0.446 1.271 0.015
H -2.808 -1.539 -2.455 0.012
H -1.372 -3.683 -1.601 -0.002
V -0.143 -1.123 -1.475 2.621
Si 2.415 1.975 -4.488 0.005
C 0.919 3.110 -4.726 -0.002
C 0.967 4.182 -5.620 0.000
H 1.825 4.274 -6.300 0.000
C -0.062 5.129 -5.626 0.000
H 0.047 6.015 -6.255 0.000
C -1.207 4.950 -4.838 -0.001
H -2.019 5.682 -4.871 0.000
C -1.274 3.856 -3.968 0.001
H -2.163 3.674 -3.355 0.000
C -0.148 3.037 -3.821 -0.009
H -0.122 2.338 -2.982 0.023
C 1.252 0.082 -4.301 -0.006
C -0.198 -0.062 -3.928 0.029
H -0.891 0.764 -3.813 -0.008
C -0.779 -1.361 -4.313 -0.071
H -1.856 -1.432 -4.476 0.012
C -0.050 -2.493 -3.739 0.138
H -0.529 -3.449 -3.490 0.028
C 1.338 -2.358 -3.677 0.008
H 1.948 -3.167 -3.259 -0.002
C 1.957 -1.176 -4.161 0.095
H 3.040 -1.181 -4.275 0.006
H 2.670 1.397 -3.139 0.006
Si 0.292 -0.667 -5.682 -0.051
C 0.674 -2.010 -6.996 -0.003
C -0.228 -2.136 -8.065 0.003
H -1.113 -1.494 -8.098 0.000
C -0.022 -3.057 -9.098 -0.001
H -0.724 -3.086 -9.935 0.000
C 1.075 -3.926 -9.026 0.002
H 1.258 -4.640 -9.829 0.000
C 1.934 -3.862 -7.924 0.000
H 2.731 -4.594 -7.829 0.000
C 1.791 -2.857 -6.955 0.010
H 2.539 -2.761 -6.164 -0.002
C -0.121 0.709 -7.062 0.000
C -1.414 1.230 -7.163 0.001
H -2.229 0.768 -6.595 0.001
C -1.659 2.379 -7.938 0.001
H -2.672 2.780 -8.006 0.000
C -0.603 3.059 -8.554 0.000
H -0.750 4.054 -8.990 0.000
C 0.664 2.458 -8.585 0.000
H 1.497 2.964 -9.087 0.000
C 0.847 1.210 -7.950 0.003
H 1.781 0.671 -8.107 0.000
H 3.268 3.087 -4.209 0.000
Cl 3.525 1.114 -6.014 0.000
C 3.561 -2.378 -0.589 -0.010
P 2.340 -1.211 0.127 0.067
C 2.327 -1.781 1.881 0.004
C 3.390 0.343 0.283 0.010
C 2.677 1.624 -0.163 -0.009
P 0.816 1.524 -0.108 -0.015
C 0.404 3.243 -0.642 0.021
C 0.568 1.734 1.714 0.010
H 3.089 -3.362 -0.704 -0.001
H 3.872 -2.019 -1.579 0.002
H 4.446 -2.476 0.059 0.001
H 1.777 -1.086 2.527 -0.001
H 1.843 -2.764 1.939 -0.001
H 3.358 -1.874 2.254 0.000
H 3.720 0.413 1.332 0.005
H 4.299 0.174 -0.315 -0.002
H 2.989 2.469 0.469 0.003
H 2.949 1.876 -1.199 -0.009
H -0.683 3.305 -0.795 -0.003
H 0.695 3.968 0.134 0.000
H 0.900 3.511 -1.585 -0.001
H -0.508 1.815 1.913 0.000
H 0.966 0.900 2.305 -0.002
H 1.056 2.664 2.041 0.000
```

Summary:
Multiplicity ... 4
Frontier orbital gap (alpha / beta) ... 6.20 / 5.79 eV
HOMO level (alpha / beta) ... -6.264 / -6.257 eV
Energy relative to the best compared isomer or geometry (same formula, charge and spin) ... 0.0000 eV
⟨S²⟩ ... 3.77

# 2
DFT (the ωB97M-V functional and the def2-TZVPD basis) results for 6 unconnected molecules or ions with the total composition C49H85F3N7O2S at a distorted geometry.

```
147
Properties=species:S:1:pos:R:3:lowdin_charge:R:1
C -0.745 6.415 -3.500 -0.110
C -1.728 5.508 -4.249 -0.245
C -1.326 4.022 -4.084 -0.213
C -2.490 3.113 -3.690 -0.167
C -2.007 1.904 -2.835 -0.198
C -2.857 1.799 -1.590 -0.107
N -2.441 0.768 -0.536 -0.148
O -3.126 1.288 0.616 -0.075
C -3.880 0.382 1.415 -0.181
C -5.365 0.400 1.048 -0.224
C -6.172 -0.623 1.836 -0.084
C -2.898 -0.547 -1.015 -0.068
C -2.178 -1.778 -0.481 -0.190
C -2.535 -2.999 -1.334 -0.117
C -2.306 -2.895 -2.844 -0.247
N -3.563 -2.809 -3.631 0.013
C -0.662 -1.588 -0.172 -0.240
O 0.061 -2.734 -0.540 -0.145
C 0.362 -3.610 0.534 -0.228
C 1.001 -4.878 -0.048 -0.041
C -0.010 -0.283 -0.715 -0.292
C 0.167 -0.279 -2.232 -0.087
C 0.853 -1.452 -2.953 -0.040
C 2.314 -1.772 -2.767 -0.601
F 2.643 -2.219 -1.557 0.161
F 2.602 -2.799 -3.627 0.108
F 3.127 -0.773 -3.111 0.144
C 1.310 -0.128 0.107 -0.092
C 2.527 0.554 -0.491 -0.219
C 3.774 0.064 -0.080 -0.039
C 4.968 0.613 -0.529 -0.024
C 4.987 1.686 -1.419 -0.271
C 6.267 2.285 -1.911 -0.050
C 3.751 2.199 -1.819 -0.036
C 2.561 1.646 -1.356 -0.085
C -0.972 0.811 -0.128 -0.451
S -0.293 2.491 -0.061 0.937
H -0.914 6.300 -2.427 0.069
H -0.850 7.466 -3.748 0.069
H 0.264 6.056 -3.687 0.069
H -1.648 5.758 -5.307 0.101
H -2.758 5.679 -3.947 0.097
H -0.933 3.649 -5.021 0.070
H -0.510 3.967 -3.364 0.095
H -3.250 3.661 -3.130 0.104
H -2.974 2.691 -4.565 0.115
H -0.952 2.014 -2.634 0.054
H -2.132 1.016 -3.456 0.102
H -3.872 1.510 -1.860 0.145
H -2.954 2.764 -1.112 0.121
H -3.819 0.778 2.426 0.123
H -3.492 -0.634 1.486 0.117
H -5.521 0.329 -0.027 0.101
H -5.714 1.397 1.323 0.118
H -6.121 -1.602 1.363 0.075
H -5.903 -0.659 2.888 0.078
H -7.220 -0.334 1.796 0.080
H -2.785 -0.554 -2.097 0.117
H -3.967 -0.679 -0.879 0.135
H -2.626 -2.020 0.485 0.128
H -2.070 -3.888 -0.929 0.115
H -3.609 -3.156 -1.188 0.119
H -1.665 -2.071 -3.147 0.081
H -1.805 -3.807 -3.168 0.113
H -4.360 -2.666 -3.021 0.053
H -3.543 -1.987 -4.223 0.062
H -0.570 -1.474 0.911 0.138
H 1.073 -3.156 1.226 0.121
H -0.548 -3.893 1.068 0.120
H 0.446 -5.764 0.250 0.073
H 0.974 -4.834 -1.133 0.079
H 2.039 -4.978 0.247 0.076
H 0.564 0.650 -2.622 0.098
H -0.841 -0.317 -2.644 0.077
H 0.765 -1.237 -4.017 0.118
H 0.328 -2.389 -2.819 0.107
H 1.105 0.357 1.059 0.092
H 1.625 -1.130 0.383 0.103
H 3.833 -0.771 0.607 0.118
H 5.909 0.192 -0.198 0.117
H 6.217 2.571 -2.960 0.074
H 6.504 3.197 -1.360 0.086
H 7.107 1.608 -1.785 0.046
H 3.740 3.039 -2.501 0.113
H 1.641 2.089 -1.712 0.049
H -1.020 0.534 0.921 0.045
H -1.278 3.125 0.593 -0.091
C -2.926 0.863 5.793 -0.099
C -1.739 -0.006 6.191 -0.269
C -0.414 0.487 5.600 -0.166
C -0.455 0.472 4.139 -0.161
N -0.503 0.458 2.992 0.205
H -3.093 0.856 4.712 0.047
H -3.839 0.496 6.264 0.078
H -2.779 1.894 6.110 0.056
H -1.913 -1.031 5.878 0.075
H -1.657 -0.018 7.277 0.089
H 0.409 -0.152 5.925 0.127
H -0.199 1.507 5.926 0.117
C 5.812 -1.226 -5.058 -0.099
C 6.845 -0.312 -5.707 -0.257
C 8.283 -0.634 -5.283 -0.182
C 8.450 -0.483 -3.836 -0.226
N 8.561 -0.366 -2.700 0.158
H 5.811 -1.119 -3.972 0.070
H 4.809 -0.983 -5.409 0.043
H 6.008 -2.273 -5.297 0.086
H 6.618 0.727 -5.456 0.107
H 6.778 -0.400 -6.793 0.108
H 8.986 0.033 -5.781 0.119
H 8.542 -1.658 -5.554 0.123
C 0.136 3.450 11.132 -0.105
C 0.335 2.088 10.478 -0.255
C 0.032 2.100 8.974 -0.193
C -1.361 2.480 8.719 -0.239
N -2.451 2.795 8.549 0.168
H -0.901 3.780 11.059 0.072
H 0.391 3.404 12.190 0.075
H 0.768 4.207 10.666 0.078
H -0.302 1.351 10.969 0.114
H 1.367 1.763 10.619 0.110
H 0.203 1.111 8.546 0.105
H 0.683 2.809 8.460 0.123
C -2.868 -5.344 5.051 -0.112
C -3.683 -5.293 6.338 -0.256
C -3.796 -3.877 6.916 -0.182
C -2.477 -3.333 7.242 -0.232
N -1.443 -2.905 7.496 0.163
H -1.838 -5.026 5.219 0.070
H -2.838 -6.359 4.658 0.074
H -3.305 -4.698 4.285 0.071
H -3.230 -5.952 7.080 0.115
H -4.688 -5.671 6.147 0.110
H -4.398 -3.880 7.824 0.121
H -4.277 -3.210 6.198 0.117
C 2.166 -0.206 -8.215 -0.097
C 2.912 0.610 -7.165 -0.246
C 2.249 0.553 -5.783 -0.186
C 0.885 1.092 -5.829 -0.201
N -0.167 1.552 -5.869 0.184
H 1.158 0.178 -8.375 0.072
H 2.687 -0.164 -9.170 0.077
H 2.091 -1.254 -7.918 0.080
H 2.980 1.649 -7.491 0.117
H 3.933 0.236 -7.072 0.090
H 2.821 1.133 -5.058 0.119
H 2.205 -0.478 -5.428 0.093
```

Summary:
Frontier orbital gap ... 8.62 eV
HOMO level ... -10.533 eV
Net charge ... +1

# 3
DFT (the ωB97M-V functional and the def2-TZVPD basis) results for a molecular structure, C27H24N6PbSe2.

```
60
Properties=species:S:1:pos:R:3:lowdin_charge:R:1
Pb 0.108 0.618 0.215 1.178
C -1.117 4.606 -1.498 -0.057
C -0.312 3.467 -2.081 -0.311
C 1.060 3.363 -1.853 -0.091
C 1.809 2.349 -2.443 -0.125
C 1.197 1.426 -3.279 -0.126
C -0.173 1.498 -3.491 -0.100
C -0.920 2.508 -2.892 -0.067
H -0.631 5.029 -0.618 0.076
H -2.120 4.280 -1.215 0.073
H -1.230 5.407 -2.234 0.085
H 1.551 4.092 -1.212 0.114
H 2.876 2.282 -2.254 0.105
H 1.782 0.648 -3.753 0.094
H -0.664 0.765 -4.125 0.107
H -1.993 2.560 -3.062 0.117
Se 4.106 -1.537 -2.044 0.635
Se 4.498 -2.924 -0.267 0.672
C 3.900 -1.852 1.221 -0.657
C 3.844 -2.626 2.490 -0.091
C 3.375 -2.077 3.600 -0.022
C 2.826 -0.690 3.561 -0.188
C 3.147 0.119 2.250 -0.239
N 3.694 -0.608 1.117 0.056
C 2.513 -2.447 -2.673 -0.690
C 2.406 -2.763 -4.019 -0.116
C 1.248 -3.398 -4.447 -0.069
C 0.262 -3.698 -3.525 -0.060
C 0.473 -3.351 -2.198 -0.123
N 1.577 -2.726 -1.772 0.034
H 4.262 -3.626 2.491 0.096
H 3.410 -2.602 4.550 0.114
H 2.991 -0.165 4.496 0.143
H 3.657 1.073 2.368 0.142
H 3.209 -2.527 -4.705 0.098
H 1.129 -3.670 -5.490 0.110
H -0.652 -4.198 -3.820 0.108
H -0.270 -3.569 -1.440 0.110
N 1.422 -0.546 3.097 0.105
C 1.616 0.192 2.050 -0.190
H 0.538 -0.921 3.442 0.151
C -1.168 2.191 1.442 -0.291
C -2.425 1.563 1.920 -0.373
C -3.559 1.502 1.102 -0.066
C -4.729 0.878 1.526 -0.094
C -4.798 0.296 2.785 -0.110
C -3.681 0.343 3.612 -0.099
C -2.515 0.963 3.183 -0.087
H -0.567 2.585 2.269 0.039
H -1.356 2.986 0.716 0.010
H -3.515 1.941 0.107 0.104
H -5.588 0.836 0.865 0.103
H -5.705 -0.201 3.110 0.100
H -3.717 -0.119 4.594 0.099
H -1.641 0.986 3.836 0.100
N -5.122 -2.714 -0.019 0.082
C -4.164 -2.541 0.618 -0.397
N -3.088 -2.417 1.387 0.082
C -2.044 -1.716 1.238 -0.357
N -1.026 -1.123 1.169 -0.046
```

Summary:
Frontier orbital gap ... 6.55 eV
HOMO level ... -7.135 eV
Energy relative to the best compared isomer or geometry (same formula, charge and spin) ... 2.4364 eV

# 4
DFT (the ωB97M-V functional and the def2-TZVPD basis) results for C5H6N2O2 in the gas phase at a distorted geometry.

```
15
Properties=species:S:1:pos:R:3:lowdin_charge:R:1
C -1.955 0.128 -0.342 -0.156
C -1.050 0.434 0.729 -0.303
C 0.072 1.389 0.306 -0.163
C 1.503 -0.357 -0.480 -0.126
C 0.498 -1.474 -0.515 -0.103
H -1.614 0.912 1.477 0.141
H 0.758 1.445 1.165 0.136
H -0.396 2.356 0.068 0.146
H 2.053 -0.226 0.483 0.144
H 2.175 -0.506 -1.333 0.128
H 0.511 -2.191 -1.315 0.119
N -2.609 -0.284 -1.227 0.191
N -0.317 -1.797 0.405 0.081
O 0.865 0.916 -0.746 -0.132
O -0.493 -0.745 1.325 -0.103
```

Summary:
SMILES string ... N#C[C@@H]1COCC=NO1
Frontier orbital gap ... 10.69 eV
HOMO level ... -10.231 eV
Energy relative to the best compared isomer or geometry (same formula, charge and spin) ... 3.9261 eV

no.,electronic energy (hartree)
1,-4025.16684
2,-3149.30558
3,-6367.38888
4,-453.98992